Entry from OMol25: a cluster of 10 separate species, C36H61NO27 in total (the ωB97M-V functional and the def2-TZVPD basis).

Calculated values
orbital gap = 10.15 eV
electronic energy = -95087.3424 eV
multiplicity = 1
SMILES = C[C@H]1COC(=O)O1.C[C@H]1COC(=O)O1.C[C@H]1COC(=O)O1.C[C@H]1COC(=O)O1.C[C@H]1COC(=O)O1.COC(=O)OC.COC(=O)OC.COC(=O)OC.COC(=O)OC.CCCC#N
relative energy (zero: lowest compared OMol25 entry of this formula, charge and spin) = 10.3 kcal per mole
HOMO level = -10.196 eV
LUMO level = 0.0 eV

Each line ends with the Mulliken charge.
CARTESIAN COORDINATES (ANGSTROEM)
C: 3.644056 -0.484896 0.965184  -0.152
C: 4.148056 -0.812896 2.346184  0.236
C: 3.259056 -0.349896 3.482184  1.257
O: 3.364056 -1.363896 4.431184  -0.365
C: 4.018056 -2.384896 3.885184  0.492
O: 4.158056 -3.465896 4.496184  -0.601
O: 4.265056 -2.190896 2.556184  -0.356
H: 2.753056 -1.117896 0.632184  -0.521
H: 4.326056 -0.505896 0.092184  0.597
H: 3.294056 0.551104 1.048184  -0.203
H: 5.134056 -0.422896 2.501184  0.513
H: 2.220056 -0.371896 3.187184  -0.875
H: 3.444056 0.706104 3.809184  0.062
C: -2.979944 -1.155896 -0.349816  -0.180
C: -4.377944 -1.400896 -0.857816  0.489
C: -5.272944 -2.433896 -0.117816  -0.382
O: -6.380944 -1.676896 0.341184  -0.364
C: -6.199944 -0.387896 0.065184  0.553
O: -6.918944 0.513104 0.414184  -0.589
O: -5.113944 -0.225896 -0.617816  -0.155
H: -2.223944 -1.983896 -0.595816  -0.030
H: -2.849944 -1.128896 0.719184  0.277
H: -2.616944 -0.230896 -0.774816  -0.340
H: -4.396944 -1.544896 -1.955816  0.063
H: -4.657944 -2.895896 0.677184  0.229
H: -5.565944 -3.284896 -0.690816  0.358
C: 1.627056 -3.876896 1.186184  0.520
C: 2.018056 -4.805896 2.297184  0.002
C: 1.247056 -4.499896 3.657184  0.022
O: 0.515056 -5.704896 3.762184  -0.414
C: 0.936056 -6.655896 2.940184  0.665
O: 0.538056 -7.815896 2.957184  -0.645
O: 1.721056 -6.177896 2.097184  -0.403
H: 2.108056 -4.168896 0.239184  0.314
H: 1.925056 -2.899896 1.571184  -0.993
H: 0.502056 -3.957896 1.116184  0.135
H: 3.045056 -4.567896 2.455184  0.436
H: 0.651056 -3.560896 3.571184  0.008
H: 1.853056 -4.351896 4.572184  0.213
C: 0.066056 1.890104 4.656184  -1.209
C: -1.240944 1.294104 4.181184  2.239
C: -1.567944 -0.100896 4.573184  -0.254
O: -2.584944 -0.007896 5.584184  -0.374
C: -2.980944 1.262104 5.628184  0.460
O: -3.955944 1.670104 6.259184  -0.589
O: -2.293944 2.016104 4.733184  -0.477
H: 0.032056 2.911104 4.383184  0.341
H: 1.016056 1.420104 4.257184  0.003
H: 0.112056 1.835104 5.767184  0.327
H: -1.257944 1.354104 3.051184  -1.052
H: -0.740944 -0.697896 4.905184  0.335
H: -1.972944 -0.653896 3.735184  0.171
C: 3.764056 4.235104 -3.435816  -1.896
C: 2.533056 3.270104 -3.326816  0.531
C: 2.155056 2.573104 -4.615816  -0.133
O: 2.712056 1.293104 -4.545816  -0.332
C: 2.959056 1.050104 -3.280816  0.512
O: 3.364056 -0.003896 -2.837816  -0.605
O: 2.877056 2.109104 -2.544816  -0.181
H: 3.529056 5.068104 -4.074816  0.437
H: 4.665056 3.800104 -3.781816  0.423
H: 3.980056 4.655104 -2.484816  0.420
H: 1.706056 3.768104 -2.828816  0.321
H: 2.551056 3.051104 -5.503816  0.464
H: 1.040056 2.560104 -4.703816  0.015
C: -4.206944 2.647104 0.940184  -0.841
O: -4.503944 2.801104 -0.435816  -0.253
C: -3.561944 3.239104 -1.263816  0.673
O: -2.223944 3.387104 -0.822816  -0.485
O: -3.955944 3.450104 -2.563816  -0.323
C: -2.956944 3.916104 -3.504816  -0.359
H: -3.520944 3.304104 1.370184  0.543
H: -3.708944 1.718104 1.138184  0.120
H: -5.137944 2.691104 1.540184  0.341
H: -2.624944 4.944104 -3.331816  0.322
H: -3.338944 3.929104 -4.506816  0.272
H: -2.067944 3.259104 -3.536816  -0.014
C: 1.516056 4.349104 0.079184  -0.302
O: 1.957056 4.954104 1.329184  -0.373
C: 2.285056 4.183104 2.373184  0.606
O: 2.341056 2.744104 2.358184  -0.424
O: 2.562056 4.902104 3.502184  -0.350
C: 2.873056 4.325104 4.708184  -0.364
H: 2.063056 4.978104 -0.614816  0.276
H: 0.446056 4.439104 -0.110816  0.296
H: 1.811056 3.317104 0.024184  0.053
H: 3.888056 4.586104 5.086184  0.276
H: 2.755056 3.247104 4.610184  0.031
H: 2.133056 4.680104 5.403184  0.290
C: -0.381944 -6.522896 -1.031816  -0.222
O: 0.330056 -5.841896 -2.113816  -0.382
C: 0.383056 -4.523896 -2.081816  0.473
O: -0.399944 -3.785896 -1.116816  -0.302
O: 1.296056 -3.965896 -2.960816  -0.408
C: 1.509056 -2.635896 -2.782816  0.054
H: -1.466944 -6.253896 -1.046816  0.214
H: 0.092056 -6.192896 -0.075816  -0.027
H: -0.252944 -7.593896 -1.116816  0.275
H: 2.063056 -2.095896 -3.578816  0.315
H: 1.995056 -2.337896 -1.856816  0.079
H: 0.559056 -2.109896 -2.925816  -0.051
C: -3.556944 0.175104 -3.902816  -0.741
O: -2.435944 -0.642896 -4.127816  -0.206
C: -1.495944 -0.211896 -4.966816  0.831
O: -1.391944 1.127104 -5.336816  -0.672
O: -0.585944 -1.087896 -5.307816  -0.266
C: 0.456056 -0.657896 -6.142816  -0.536
H: -3.519944 0.687104 -2.926816  0.100
H: -4.525944 -0.337896 -3.777816  0.372
H: -3.688944 0.927104 -4.685816  0.396
H: 1.391056 -1.298896 -6.184816  0.261
H: 0.819056 0.353104 -5.867816  0.031
H: 0.140056 -0.530896 -7.136816  0.458
C: -0.205944 1.185104 -2.020816  0.508
C: 0.172056 0.195104 -0.925816  0.902
C: 0.020056 0.721104 0.490184  1.460
C: 0.031056 -0.333896 1.485184  -0.801
N: 0.038056 -1.206896 2.255184  -0.103
H: 0.206056 0.768104 -2.892816  0.124
H: 0.299056 2.113104 -1.789816  -0.546
H: -1.206944 1.449104 -2.143816  -0.643
H: 1.212056 -0.051896 -1.068816  0.099
H: -0.295944 -0.759896 -1.048816  -0.354
H: -0.860944 1.372104 0.401184  0.271
H: 0.816056 1.392104 0.682184  -0.745

Cartesian forces (eV/Å) of the 3 atoms listed first:
-1.40 0.08 -1.14
0.23 0.90 -1.00
-1.24 1.69 -1.13